DFT (the ωB97M-V functional and the def2-TZVPD basis) results for 8 unconnected molecules or ions with the total composition C47H107N3O13 at a distorted geometry.

Element x y z (Å)
C (4.0454, -1.0916, 2.9471)
C (4.8006, 0.0470, 3.6401)
C (4.5552, -0.0603, 5.1450)
C (6.2882, -0.1468, 3.3036)
C (7.1040, 1.1039, 3.5474)
C (6.5800, 2.2119, 2.6412)
C (5.1261, 2.5426, 2.9710)
C (5.0509, 3.3845, 4.2409)
C (4.5295, 3.3746, 1.8316)
N (4.3560, 1.3154, 3.0969)
O (2.9950, 1.5714, 3.3801)
H (2.9675, -0.9187, 2.8993)
H (4.3994, -1.2723, 1.9314)
H (4.1675, -2.0282, 3.4983)
H (5.0142, 0.7507, 5.7125)
H (3.4833, -0.0264, 5.3576)
H (4.8995, -1.0143, 5.5512)
H (6.6644, -0.9653, 3.9266)
H (6.4283, -0.4971, 2.2794)
H (7.1150, 1.4151, 4.5951)
H (8.1590, 0.9171, 3.3162)
H (6.6588, 1.8625, 1.6080)
H (7.1870, 3.1102, 2.7618)
H (5.6439, 4.3004, 4.1580)
H (5.4567, 2.8817, 5.1237)
H (4.0235, 3.6420, 4.4923)
H (3.4997, 3.6377, 2.0810)
H (4.4811, 2.7969, 0.9061)
H (5.1024, 4.2917, 1.7179)
H (2.5574, 1.5083, 2.5241)
C (-1.4588, 10.7542, 9.9818)
C (-1.6125, 10.3982, 8.4940)
C (-2.6892, 11.3150, 7.8830)
C (-0.2931, 10.6393, 7.7708)
C (0.6618, 9.4697, 7.9418)
C (0.0719, 8.1914, 7.3599)
C (-1.2641, 7.8262, 7.9973)
C (-2.0761, 6.9439, 7.0390)
C (-0.9982, 7.0491, 9.2977)
N (-2.0610, 9.0289, 8.2730)
O (-3.2101, 8.7457, 9.0361)
H (-2.4240, 10.6595, 10.4812)
H (-0.7631, 10.0809, 10.4899)
H (-1.0953, 11.7742, 10.0945)
H (-3.6704, 11.0382, 8.2556)
H (-2.4197, 12.3563, 8.0802)
H (-2.6677, 11.2052, 6.7970)
H (-0.4361, 10.8713, 6.7120)
H (0.2366, 11.4956, 8.1992)
H (1.6363, 9.6414, 7.4796)
H (0.8380, 9.2942, 9.0085)
H (0.7736, 7.3770, 7.5574)
H (0.0300, 8.2778, 6.2697)
H (-2.7652, 6.2749, 7.5536)
H (-1.4306, 6.3638, 6.3727)
H (-2.6601, 7.5899, 6.3792)
H (-0.5423, 7.6818, 10.0721)
H (-0.2514, 6.2576, 9.1850)
H (-1.8808, 6.5779, 9.7334)
H (-2.9007, 8.3538, 9.8638)
C (-0.2624, 3.5387, 6.9400)
C (-0.4960, 3.5627, 5.4363)
C (-0.1157, 2.1762, 4.8778)
C (-2.0005, 3.7514, 5.2055)
C (-2.2826, 4.2327, 3.8005)
C (-1.4690, 5.4632, 3.4310)
C (0.0292, 5.2370, 3.5601)
C (0.5683, 4.3831, 2.3954)
C (0.6818, 6.6246, 3.5266)
N (0.2587, 4.6970, 4.8994)
O (1.6329, 4.5297, 5.1678)
H (-0.4982, 4.5349, 7.3323)
H (-0.9244, 2.8190, 7.4237)
H (0.7722, 3.3703, 7.2347)
H (-0.5695, 1.4122, 5.5052)
H (-0.4310, 2.0279, 3.8396)
H (0.9692, 2.0303, 4.8475)
H (-2.4867, 2.7755, 5.2773)
H (-2.4487, 4.3988, 5.9612)
H (-2.1262, 3.4175, 3.0826)
H (-3.3308, 4.4920, 3.6131)
H (-1.7503, 6.2999, 4.0799)
H (-1.8346, 5.7396, 2.4355)
H (-0.1883, 3.7264, 1.9660)
H (1.4018, 3.7490, 2.7173)
H (0.9896, 5.0145, 1.6116)
H (1.7711, 6.6143, 3.5315)
H (0.3894, 7.1201, 4.4573)
H (0.3156, 7.2320, 2.6968)
H (1.9855, 3.9317, 4.4879)
C (-9.1355, 6.4149, 2.3772)
O (-8.1781, 7.2212, 1.7340)
C (-6.8905, 7.0386, 2.2658)
C (-6.2068, 5.7722, 1.7544)
O (-5.8761, 4.9396, 2.8740)
C (-5.7997, 3.5960, 2.5335)
H (-9.2169, 6.6317, 3.4481)
H (-8.8960, 5.3446, 2.2837)
H (-10.1016, 6.5698, 1.9015)
H (-6.8560, 7.0311, 3.3621)
H (-6.3178, 7.9221, 1.9728)
H (-5.2561, 6.0019, 1.2603)
H (-6.8763, 5.2430, 1.0709)
H (-6.6704, 3.1877, 2.0017)
H (-5.6060, 2.9484, 3.3914)
H (-4.9378, 3.3742, 1.8720)
C (-1.2065, 0.5603, 9.7886)
O (-2.5480, 0.9763, 9.9795)
C (-2.7324, 1.9430, 10.9827)
C (-2.2565, 3.3310, 10.5725)
O (-0.8671, 3.5001, 10.5775)
C (-0.2961, 3.7125, 11.8471)
H (-1.2054, -0.2932, 9.1156)
H (-0.7141, 0.2725, 10.7256)
H (-0.6439, 1.3847, 9.3440)
H (-2.1840, 1.6609, 11.8941)
H (-3.8068, 1.9844, 11.1575)
H (-2.8008, 4.1170, 11.1195)
H (-2.5443, 3.4965, 9.5260)
H (0.7204, 4.0746, 11.7171)
H (-0.3118, 2.8104, 12.4675)
H (-0.8480, 4.4919, 12.3937)
C (-7.3751, 0.0939, 5.0486)
O (-5.9934, 0.1818, 5.2515)
C (-5.2591, -0.3620, 4.1813)
C (-3.8155, 0.1001, 4.1432)
O (-2.9477, -0.3851, 5.1293)
C (-3.2345, 0.0935, 6.4304)
H (-7.7188, -0.9408, 4.9200)
H (-7.6775, 0.6643, 4.1581)
H (-7.8709, 0.5160, 5.9199)
H (-5.6861, 0.0215, 3.2360)
H (-5.3085, -1.4589, 4.1732)
H (-3.7977, 1.2058, 4.1167)
H (-3.4200, -0.1870, 3.1656)
H (-2.4193, -0.1924, 7.0910)
H (-4.1250, -0.4178, 6.8064)
H (-3.4129, 1.1711, 6.4716)
C (3.1360, 11.3569, 3.3247)
O (4.0960, 10.3324, 3.4338)
C (3.6315, 9.2667, 4.2281)
C (4.7821, 8.2967, 4.4370)
O (5.3816, 7.8121, 3.2648)
C (4.5062, 7.0570, 2.4760)
H (2.2099, 11.0021, 2.8561)
H (3.5753, 12.1372, 2.7066)
H (2.8879, 11.7699, 4.3111)
H (2.7342, 8.8109, 3.7964)
H (3.3957, 9.6599, 5.2306)
H (4.4482, 7.4498, 5.0590)
H (5.5580, 8.8039, 5.0103)
H (3.9751, 6.3132, 3.0833)
H (5.0354, 6.5450, 1.6740)
H (3.7967, 7.7172, 1.9578)
C (-1.0721, 5.4869, -1.1366)
O (-1.7698, 6.0350, -2.2427)
C (-3.0995, 6.4115, -2.0087)
C (-3.3140, 7.5972, -1.1150)
O (-3.0949, 7.2625, 0.2306)
C (-3.1038, 8.3833, 1.0915)
H (-0.9997, 6.1506, -0.2745)
H (-0.0752, 5.2894, -1.5294)
H (-1.5281, 4.5517, -0.7870)
H (-3.6953, 5.5615, -1.6410)
H (-3.4932, 6.6593, -2.9973)
H (-4.3369, 7.9652, -1.2918)
H (-2.6265, 8.4046, -1.4110)
H (-2.1453, 8.9110, 1.0936)
H (-3.3333, 8.0401, 2.0992)
H (-3.9136, 9.0394, 0.7519)

**SMILES**: CC1(C)CCCC(C)(C)N1O.CC1(C)CCCC(C)(C)N1O.CC1(C)CCCC(C)(C)N1O.COCCOC.COCCOC.COCCOC.COCCOC.COCCOC
**Gap between HOMO and LUMO**: 8.45 eV
**HOMO energy**: -7.9 eV
**Charge**: 0
**Spin multiplicity**: 1